{"formula": "C14H20F2O4SSi", "method": "ωB97M-V/def2-TZVPD", "lumo_energy_ev": 0.353, "orbital_gap_ha": 0.370, "total_charge": 0, "e_homo_ev": -9.7, "largest_force_ha_per_bohr": 0.060, "e_tot_ev": -47179.064, "symbols": ["C", "Si", "C", "C", "C", "C", "F", "F", "C", "O", "C", "O", "S", "C", "O", "O", "C", "C", "C", "C", "C", "C", "H", "H", "H", "H", "H", "H", "H", "H", "H", "H", "H", "H", "H", "H", "H", "H", "H", "H", "H", "H"], "xyz": [[-0.052, 3.234, 0.626], [-0.036, 1.414, 1.196], [1.348, 1.214, 2.456], [0.192, 0.360, -0.361], [0.549, -1.140, -0.057], [1.984, -1.534, -0.390], [2.440, -2.287, 0.666], [2.763, -0.430, -0.369], [2.266, -2.408, -1.647], [3.553, -2.047, -2.154], [3.572, -1.082, -3.153], [3.966, -1.348, -4.262], [0.944, -2.536, -2.906], [0.207, -0.970, -3.350], [-0.051, -3.403, -2.331], [1.442, -3.118, -4.116], [-1.768, 1.061, 1.862], [-2.420, -0.114, 1.586], [-3.689, -0.302, 2.062], [-4.319, 0.655, 2.796], [-3.663, 1.817, 3.086], [-2.394, 2.023, 2.618], [0.341, 3.910, 1.383], [0.454, 3.323, -0.336], [-1.098, 3.491, 0.440], [1.988, 0.351, 2.265], [1.018, 1.221, 3.494], [2.002, 2.084, 2.339], [0.848, 0.813, -1.103], [-0.799, 0.329, -0.826], [0.462, -1.242, 1.026], [-0.213, -1.794, -0.474], [2.397, -3.429, -1.296], [3.276, -0.046, -2.919], [-0.052, -0.989, -4.404], [0.812, -0.105, -3.093], [-0.720, -0.888, -2.785], [-1.978, -0.899, 0.987], [-4.205, -1.222, 1.815], [-5.332, 0.491, 3.136], [-4.154, 2.591, 3.661], [-1.882, 2.953, 2.831]]}

{"formula": "C39H65BBrF6N8O2P2S5Ti", "method": "ωB97M-V/def2-TZVPD", "lumo_energy_ev": [-0.644, -0.642], "orbital_gap_ha": [0.223, 0.224], "relative_energy_kj_mol": 125.1, "total_charge": 0, "e_homo_ev": [-6.7, -6.7], "largest_force_ha_per_bohr": 0.025, "multiplicity": 2, "e_tot_ev": -240420.391, "symbols": ["Ti", "C", "C", "C", "C", "N", "C", "C", "N", "B", "N", "C", "C", "N", "C", "S", "C", "C", "C", "C", "N", "C", "C", "N", "C", "S", "C", "C", "C", "C", "C", "S", "H", "H", "H", "H", "H", "H", "H", "H", "H", "H", "H", "H", "H", "H", "H", "H", "H", "H", "H", "H", "H", "H", "H", "H", "H", "H", "H", "H", "H", "H", "H", "H", "H", "H", "F", "P", "F", "F", "F", "F", "F", "C", "C", "N", "C", "C", "N", "C", "C", "H", "H", "H", "H", "H", "H", "H", "H", "H", "H", "H", "H", "H", "C", "C", "C", "O", "P", "S", "S", "O", "C", "C", "C", "H", "H", "H", "H", "H", "H", "H", "H", "H", "H", "H", "H", "H", "H", "Br", "C", "C", "C", "C", "C", "C", "H", "H", "H", "H"], "xyz": [[0.288, -0.566, 0.273], [4.157, 0.182, 5.665], [3.078, -0.311, 4.701], [3.731, -1.086, 3.560], [2.103, -1.202, 5.481], [2.335, 0.826, 4.150], [2.609, 2.154, 4.355], [1.572, 2.867, 3.862], [0.649, 1.999, 3.343], [-0.775, 2.505, 2.988], [-0.698, 3.459, 1.803], [-1.315, 4.676, 1.728], [-0.976, 5.246, 0.553], [-0.143, 4.378, -0.119], [0.004, 3.277, 0.663], [0.962, 1.917, 0.410], [0.415, 4.709, -1.434], [1.287, 3.598, -2.008], [1.270, 5.972, -1.272], [-0.754, 4.959, -2.396], [-1.815, 1.371, 2.767], [-2.385, 0.790, 3.873], [-3.610, 0.329, 3.545], [-3.823, 0.609, 2.217], [-2.687, 1.201, 1.746], [-2.369, 1.528, 0.127], [-5.108, 0.538, 1.511], [-4.998, -0.399, 0.311], [-6.198, 0.026, 2.453], [-5.486, 1.950, 1.049], [1.158, 0.762, 3.470], [0.477, -0.647, 2.811], [4.641, -0.680, 6.115], [3.724, 0.782, 6.462], [4.918, 0.758, 5.146], [4.133, -2.027, 3.923], [4.533, -0.503, 3.119], [2.994, -1.284, 2.787], [2.637, -2.050, 5.897], [1.317, -1.569, 4.827], [1.646, -0.642, 6.293], [3.514, 2.501, 4.803], [1.416, 3.926, 3.838], [-1.162, 3.132, 3.932], [-1.933, 5.037, 2.524], [-1.267, 6.198, 0.163], [2.148, 3.395, -1.378], [1.649, 3.910, -2.986], [0.726, 2.673, -2.120], [2.072, 5.786, -0.562], [0.677, 6.813, -0.920], [1.711, 6.240, -2.228], [-1.409, 4.091, -2.411], [-0.366, 5.122, -3.398], [-1.334, 5.831, -2.108], [-1.868, 0.769, 4.811], [-4.321, -0.177, 4.162], [-4.777, -1.410, 0.643], [-4.206, -0.070, -0.354], [-5.934, -0.401, -0.238], [-5.966, -0.968, 2.828], [-7.131, -0.034, 1.899], [-6.344, 0.708, 3.289], [-4.754, 2.325, 0.340], [-5.536, 2.627, 1.900], [-6.457, 1.921, 0.565], [2.478, -0.433, 0.346], [4.043, 0.033, -0.134], [5.546, 0.375, -0.535], [4.539, -1.343, 0.638], [3.459, 1.299, -0.907], [3.849, -0.861, -1.480], [4.154, 0.863, 1.240], [2.155, -4.820, 1.229], [1.306, -3.530, 1.295], [0.955, -3.104, -0.052], [2.160, -3.052, -0.866], [2.737, -4.462, -1.100], [2.058, -5.368, -0.146], [0.637, -5.497, -0.544], [0.038, -4.076, -0.629], [1.802, -5.575, 1.932], [3.202, -4.602, 1.441], [1.871, -2.732, 1.787], [0.382, -3.682, 1.861], [2.905, -2.461, -0.346], [1.935, -2.564, -1.818], [3.812, -4.474, -0.915], [2.557, -4.818, -2.115], [2.504, -6.287, -0.171], [0.118, -6.103, 0.200], [0.580, -6.005, -1.508], [-0.907, -4.046, -0.090], [-0.172, -3.796, -1.670], [-2.741, 0.802, -5.180], [-1.369, 0.921, -4.533], [-0.637, 2.162, -5.032], [-0.594, -0.229, -4.864], [-0.033, -1.296, -3.786], [-1.166, -2.920, -3.639], [0.463, -0.179, -2.163], [1.246, -1.902, -4.534], [2.233, -1.277, -5.357], [1.645, -0.972, -6.731], [2.832, -0.058, -4.678], [-3.340, 1.672, -4.924], [-3.246, -0.094, -4.834], [-2.628, 0.752, -6.261], [-1.470, 0.974, -3.440], [-0.402, 2.064, -6.091], [0.282, 2.315, -4.473], [-1.279, 3.027, -4.897], [2.996, -2.064, -5.458], [0.940, -0.147, -6.665], [1.121, -1.851, -7.104], [2.437, -0.707, -7.427], [2.094, 0.739, -4.628], [3.695, 0.290, -5.238], [3.151, -0.305, -3.668], [-4.472, -5.222, 0.308], [-3.338, -3.672, 0.391], [-2.819, -3.274, 1.616], [-1.951, -2.197, 1.667], [-1.564, -1.501, 0.509], [-2.208, -1.861, -0.681], [-3.055, -2.954, -0.761], [-3.082, -3.807, 2.519], [-1.581, -1.910, 2.645], [-2.047, -1.289, -1.588], [-3.460, -3.253, -1.715]]}

{"formula": "C8H12N4", "method": "ωB97M-V/def2-TZVPD", "lumo_energy_ev": 0.835, "orbital_gap_ha": 0.333, "relative_energy_kj_mol": 96.2, "total_charge": 0, "e_homo_ev": -8.2, "largest_force_ha_per_bohr": 0.038, "e_tot_ev": -14450.555, "symbols": ["C", "C", "C", "N", "C", "N", "H", "H", "H", "H", "H", "H", "C", "C", "C", "N", "C", "N", "H", "H", "H", "H", "H", "H"], "xyz": [[-0.279, -0.335, -2.426], [-1.160, 0.780, -2.003], [-2.467, 1.037, -2.332], [-2.689, 2.332, -1.865], [-1.574, 2.713, -1.211], [-0.615, 1.828, -1.263], [-0.376, -1.101, -1.634], [0.798, -0.169, -2.401], [-0.523, -0.771, -3.390], [-3.153, 0.325, -2.746], [-3.351, 3.026, -2.176], [-1.531, 3.604, -0.603], [1.762, -2.593, 0.814], [1.347, -1.484, 1.745], [1.472, -0.127, 1.578], [1.152, 0.434, 2.777], [0.898, -0.603, 3.651], [0.952, -1.750, 3.022], [2.815, -2.492, 0.556], [1.135, -2.664, -0.070], [1.674, -3.461, 1.473], [1.772, 0.420, 0.700], [1.140, 1.384, 3.117], [0.799, -0.332, 4.688]]}

{"formula": "C40H44GaN8O6Te", "method": "ωB97M-V/def2-TZVPD", "lumo_energy_ev": [0.195, -0.477], "orbital_gap_ha": [0.256, 0.279], "relative_energy_kj_mol": 0.0, "total_charge": 0, "e_homo_ev": [-6.8, -8.1], "largest_force_ha_per_bohr": 0.008, "multiplicity": 2, "e_tot_ev": -126072.599, "symbols": ["Ga", "O", "C", "C", "C", "N", "C", "C", "C", "O", "O", "C", "O", "O", "H", "H", "H", "C", "C", "C", "C", "N", "C", "N", "N", "N", "H", "H", "H", "H", "H", "H", "H", "H", "H", "H", "N", "C", "C", "N", "C", "H", "H", "H", "H", "C", "C", "C", "C", "C", "C", "Te", "N", "C", "O", "C", "C", "C", "C", "C", "C", "C", "C", "C", "C", "C", "C", "C", "C", "C", "C", "C", "C", "H", "H", "H", "H", "H", "H", "H", "H", "H", "H", "H", "H", "H", "H", "H", "H", "H", "H", "H", "H", "H", "H", "H", "H", "H", "H", "H"], "xyz": [[0.363, -1.072, -0.693], [0.447, -6.273, -3.663], [0.462, -5.141, -2.933], [1.653, -4.581, -2.459], [1.564, -3.408, -1.748], [0.387, -2.850, -1.527], [-0.760, -3.382, -1.922], [-0.772, -4.548, -2.647], [-1.962, -2.576, -1.431], [-3.087, -2.937, -1.701], [-1.609, -1.562, -0.705], [2.696, -2.646, -1.068], [3.802, -3.155, -1.004], [2.308, -1.561, -0.490], [1.347, -6.587, -3.806], [2.620, -5.035, -2.635], [-1.700, -4.991, -2.977], [4.676, -5.284, 3.294], [4.520, -4.226, 4.382], [3.650, -4.731, 5.528], [3.999, -2.903, 3.818], [2.670, -3.007, 3.234], [2.302, -3.362, 2.000], [0.992, -3.333, 1.925], [0.569, -2.954, 3.152], [1.561, -2.758, 3.941], [5.155, -6.176, 3.699], [5.283, -4.922, 2.461], [3.703, -5.588, 2.901], [5.514, -3.991, 4.777], [2.643, -4.968, 5.180], [3.560, -3.987, 6.321], [4.078, -5.638, 5.957], [4.664, -2.532, 3.036], [3.931, -2.150, 4.602], [2.998, -3.590, 1.209], [-0.724, 0.035, 3.074], [0.553, 0.542, 3.105], [1.110, 0.220, 1.911], [0.176, -0.473, 1.171], [-0.920, -0.562, 1.899], [-1.439, 0.165, 3.771], [0.941, 1.076, 3.953], [2.095, 0.415, 1.525], [-1.828, -1.049, 1.589], [-3.830, 2.218, 4.812], [-3.355, 2.135, 3.385], [-3.992, 1.320, 2.459], [-3.585, 1.259, 1.127], [-4.345, 0.372, 0.176], [-2.489, 2.033, 0.713], [-1.857, 1.819, -1.326], [0.324, 0.467, -1.740], [0.238, 0.574, -3.060], [-0.461, 1.421, -3.643], [1.066, -0.398, -3.862], [0.474, -1.099, -4.906], [1.212, -2.031, -5.621], [2.551, -2.244, -5.315], [3.149, -1.531, -4.284], [2.404, -0.617, -3.551], [-1.735, 3.897, -1.769], [-2.936, 4.621, -1.766], [-4.271, 3.994, -1.456], [-2.899, 5.981, -2.058], [-1.714, 6.633, -2.362], [-1.691, 8.102, -2.686], [-0.543, 5.889, -2.369], [-0.525, 4.528, -2.082], [0.794, 3.813, -2.142], [-1.809, 2.836, 1.643], [-0.596, 3.646, 1.277], [-2.265, 2.882, 2.957], [-4.691, 1.572, 4.981], [-4.120, 3.239, 5.065], [-3.046, 1.926, 5.515], [-4.847, 0.728, 2.771], [-5.163, -0.129, 0.691], [-3.707, -0.392, -0.274], [-4.766, 0.957, -0.645], [-0.563, -0.905, -5.151], [0.746, -2.585, -6.426], [3.129, -2.962, -5.883], [4.190, -1.695, -4.040], [2.855, -0.074, -2.730], [-4.489, 3.176, -2.146], [-5.066, 4.734, -1.545], [-4.301, 3.587, -0.444], [-3.828, 6.541, -2.050], [-2.681, 8.544, -2.582], [-1.354, 8.267, -3.711], [-1.007, 8.638, -2.027], [0.396, 6.379, -2.607], [0.990, 3.497, -3.168], [0.811, 2.913, -1.531], [1.601, 4.475, -1.827], [0.094, 3.062, 0.664], [-0.069, 3.972, 2.174], [-0.868, 4.530, 0.699], [-1.747, 3.520, 3.667]]}

{"formula": "C21H31F2SiSn", "method": "ωB97M-V/def2-TZVPD", "lumo_energy_ev": 2.506, "orbital_gap_ha": 0.171, "relative_energy_kj_mol": 39.9, "total_charge": -1, "e_homo_ev": -2.1, "largest_force_ha_per_bohr": 0.036, "e_tot_ev": -41423.905, "symbols": ["C", "Si", "C", "H", "C", "Sn", "C", "C", "C", "H", "H", "H", "H", "H", "H", "H", "H", "H", "H", "H", "H", "H", "H", "H", "H", "H", "C", "C", "C", "F", "C", "C", "C", "C", "C", "C", "F", "C", "C", "C", "C", "C", "C", "H", "H", "H", "H", "H", "H", "H", "H", "H", "H", "H", "H", "H"], "xyz": [[-3.096, -3.474, -0.720], [-1.541, -2.662, -1.401], [-1.647, -2.693, -3.279], [-1.515, -1.162, -0.895], [-0.111, -3.801, -0.919], [1.232, -2.640, 0.388], [2.953, -3.874, 0.927], [1.757, -0.897, -0.834], [-0.018, -2.191, 2.128], [-3.174, -4.507, -1.094], [-3.078, -3.477, 0.379], [-3.966, -2.890, -1.055], [-1.700, -3.737, -3.622], [-2.560, -2.161, -3.584], [-0.779, -2.200, -3.738], [-0.457, -4.674, -0.335], [0.484, -4.162, -1.778], [3.633, -3.272, 1.546], [2.594, -4.747, 1.487], [3.452, -4.192, 0.002], [2.395, -0.240, -0.225], [2.300, -1.249, -1.722], [0.852, -0.352, -1.138], [0.515, -1.444, 2.734], [-0.987, -1.790, 1.804], [-0.169, -3.111, 2.709], [0.643, 4.658, -4.350], [0.191, 3.808, -3.235], [0.877, 3.920, -2.031], [1.934, 4.801, -1.949], [0.555, 3.178, -0.918], [-0.450, 2.150, -1.007], [-0.732, 1.230, 0.036], [-0.369, 1.369, 1.413], [0.884, 1.914, 1.878], [1.096, 2.048, 3.237], [2.208, 2.744, 3.663], [0.269, 1.467, 4.198], [0.732, 1.476, 5.600], [-0.941, 0.904, 3.766], [-1.240, 0.849, 2.420], [-1.178, 2.081, -2.240], [-0.900, 2.924, -3.296], [-0.005, 4.528, -5.216], [0.631, 5.714, -4.055], [1.667, 4.409, -4.659], [1.102, 3.360, 0.005], [-1.367, 0.387, -0.212], [1.717, 2.129, 1.190], [0.070, 0.887, 6.233], [1.743, 1.057, 5.699], [0.756, 2.501, 5.987], [-1.621, 0.487, 4.514], [-2.156, 0.364, 2.075], [-1.978, 1.341, -2.305], [-1.506, 2.914, -4.205]]}